142
Properties=species:S:1:pos:R:3:lowdin_charge:R:1 method="wB97M-V/def2-TZVPD" largest_force_ha_per_bohr=0.01534 e_lumo_ev=3.05 spin_multiplicity=1 e_above_lowest_kj_mol=222.8 e_homo_ev=-2.194 total_charge=-2 e_tot_ha=-6343.851688 orbital_gap_ev=5.25
Rb 0.07158 0.56418 0.67357 0.435
C -4.72129 -0.53547 3.83802 -0.061
C -4.08986 -1.83117 3.43285 -0.378
C -4.55089 -3.14760 3.63396 -0.021
C -3.59146 -3.93669 3.03030 -0.300
C -3.55805 -5.42815 2.92488 -0.048
N -2.64186 -3.11672 2.52027 0.023
N -2.95021 -1.82375 2.77003 0.129
B -1.38463 -3.58752 1.72083 -0.500
N -0.06443 -3.10541 2.34521 0.024
N 0.13957 -1.78410 2.57054 0.060
C 1.19742 -1.69349 3.35307 -0.385
C 1.68817 -0.35866 3.81669 -0.041
C 1.71642 -2.96821 3.64251 -0.011
C 0.87855 -3.84132 2.98815 -0.288
C 0.96250 -5.33144 2.91942 -0.035
N -1.54248 -3.24301 0.20919 0.025
N -2.21575 -2.15254 -0.22917 0.125
C -2.28936 -2.26566 -1.54545 -0.377
C -3.01646 -1.23715 -2.35139 -0.048
C -1.64828 -3.43896 -1.98492 -0.019
C -1.18186 -4.02990 -0.82798 -0.297
C -0.40941 -5.29292 -0.64075 -0.031
H -4.99381 -0.52704 4.89686 0.063
H -5.63418 -0.33896 3.26525 0.054
H -4.02067 0.27922 3.64885 0.054
H -5.44492 -3.48244 4.13713 0.085
H -4.43528 -5.84146 3.42610 0.066
H -2.66512 -5.84730 3.39048 0.066
H -3.56521 -5.76103 1.88575 0.076
H -1.38077 -4.78823 1.78900 0.094
H 0.95796 0.41080 3.56875 0.043
H 2.63628 -0.08778 3.34836 0.078
H 1.81847 -0.36882 4.90194 0.070
H 2.58798 -3.21582 4.22757 0.096
H 1.74793 -5.67377 3.59453 0.070
H 1.21846 -5.67272 1.91427 0.065
H 0.02561 -5.81540 3.19867 0.060
H -3.02377 -0.28474 -1.82242 0.053
H -4.05296 -1.53914 -2.53332 0.063
H -2.53821 -1.08213 -3.32138 0.063
H -1.50923 -3.79102 -2.99598 0.095
H -0.16881 -5.72813 -1.61164 0.073
H -0.97178 -6.02402 -0.05540 0.071
H 0.52786 -5.10614 -0.11521 0.062
Cl 6.56738 5.56492 0.06286 0.589
C 5.14781 4.69674 0.63904 -0.633
C 4.63950 4.99232 1.87109 -0.224
C 3.50479 4.33617 2.35079 -0.659
I 2.71301 4.89156 4.20228 0.804
C 2.79906 3.33527 1.63440 -0.501
O 1.77076 2.76136 2.03563 -0.161
C 3.37906 3.04755 0.29728 -0.137
N 2.71517 2.14308 -0.44924 0.124
C 3.13715 1.86940 -1.65608 -0.130
C 4.27221 2.47434 -2.22273 -0.059
C 4.96197 3.39867 -1.48939 -0.055
C 4.52517 3.72438 -0.18783 -0.189
H 5.11926 5.75061 2.47663 0.077
H 2.58222 1.11625 -2.20622 0.094
H 4.58985 2.20089 -3.22159 0.094
H 5.84009 3.88785 -1.89089 0.074
S 3.39869 -4.28514 -1.94018 1.089
C 4.28573 -5.53512 -2.67774 -0.420
C 4.25007 -5.45541 -4.04061 -0.203
C 3.47193 -4.35990 -4.48576 -0.142
C 2.93134 -3.63048 -3.45566 -0.449
C 2.08425 -2.43233 -3.55288 -0.174
C 1.46755 -1.87551 -2.40577 -0.097
N 0.72129 -0.79957 -2.43374 0.159
C 0.52686 -0.17993 -3.61018 -0.168
C 1.10612 -0.62629 -4.80687 -0.145
C 0.92372 0.12299 -6.01893 -0.037
C 0.20437 1.26417 -6.02882 -0.041
C -0.42384 1.74290 -4.82826 -0.140
C -1.16671 2.93402 -4.79348 0.017
C -1.75159 3.33848 -3.61857 -0.197
C -1.61317 2.48629 -2.50130 -0.098
N -0.91888 1.38209 -2.49771 0.159
C -0.29566 1.01634 -3.63331 -0.146
C -2.48032 4.60154 -3.45159 -0.471
C -2.78997 5.23173 -2.27746 -0.121
C -3.48736 6.45542 -2.47061 -0.193
C -3.69778 6.74005 -3.78465 -0.440
S -3.04938 5.51912 -4.79447 1.025
C 1.88957 -1.78894 -4.75221 0.034
H 4.81696 -6.24995 -2.06993 0.062
H 4.76642 -6.14142 -4.69728 0.088
H 3.31890 -4.12035 -5.52825 0.095
H 1.64501 -2.28795 -1.41585 0.036
H 1.39371 -0.24189 -6.92572 0.105
H 0.08593 1.83966 -6.94016 0.104
H -1.23553 3.53799 -5.69348 0.103
H -2.10645 2.73601 -1.57252 0.065
H -2.49103 4.85589 -1.30812 0.101
H -3.80414 7.09913 -1.66214 0.098
H -4.18976 7.59824 -4.21236 0.053
H 2.36368 -2.14339 -5.66038 0.111
Cl -0.36517 3.83977 6.18729 0.584
C -1.88720 3.18809 5.56350 -1.605
Cl -2.12417 1.54585 6.18561 0.635
Cl -3.24904 4.24111 5.96476 0.594
C -1.74432 3.06910 4.10324 -0.362
N -1.57483 2.90151 2.98259 0.241
N -0.33384 5.02900 0.91687 0.164
C 0.31279 4.89895 -0.29517 -0.663
N 1.03427 5.99487 -0.69563 0.165
O 0.27618 3.87328 -0.94414 0.035
H 0.12534 5.62026 1.59192 0.080
H -0.58395 4.12536 1.29774 0.042
H 0.92932 6.89059 -0.25924 0.086
H 1.47191 5.93416 -1.59644 0.100
C -6.07819 2.86805 2.08145 -0.036
C -5.69904 2.85073 0.59715 -0.589
C -5.96327 4.21760 -0.04503 -0.047
C -6.46657 1.74801 -0.14140 -0.037
C -4.25955 2.55752 0.48796 -0.154
N -3.13808 2.32759 0.42056 0.224
H -7.14699 3.07265 2.17363 0.087
H -5.52547 3.64284 2.61436 0.088
H -5.86057 1.90897 2.55145 0.068
H -7.03253 4.43347 0.00767 0.084
H -5.65370 4.22993 -1.09074 0.083
H -5.42053 5.00497 0.47946 0.088
H -7.53593 1.96389 -0.09119 0.084
H -6.27946 0.77469 0.31196 0.093
H -6.16638 1.69849 -1.18820 0.091
C 4.92103 -4.78855 1.79909 -0.192
Si 5.28618 -3.11929 0.99835 0.329
C 6.47052 -3.50643 -0.42737 -0.206
C 6.26738 -2.10474 2.24511 -0.199
C 3.81538 -2.26044 0.47758 -0.373
C 2.82699 -1.53622 0.28423 -0.130
H 5.84187 -5.29571 2.10556 0.017
H 4.39050 -5.43541 1.09405 0.012
H 4.27911 -4.66582 2.67363 0.008
H 7.46730 -3.75752 -0.04994 0.016
H 6.55899 -2.64674 -1.09525 0.027
H 6.11520 -4.35139 -1.02406 -0.020
H 7.17940 -2.61408 2.57310 0.014
H 5.64990 -1.89424 3.12158 0.020
H 6.54041 -1.14287 1.80523 0.024


180
Properties=species:S:1:pos:R:3:lowdin_charge:R:1 method="wB97M-V/def2-TZVPD" largest_force_ha_per_bohr=0.06719 e_lumo_ev=0.64 spin_multiplicity=1 e_above_lowest_kj_mol=0.0 e_homo_ev=-9.393 e_tot_ha=-3148.681749 orbital_gap_ev=10.03
C 3.93157 -2.09198 1.06820 -0.064
C 4.34408 -2.90129 2.33103 -0.249
O 5.68061 -3.39008 2.13444 -0.169
C 6.53674 -3.62887 3.29014 -0.272
C 7.89333 -4.01250 2.81197 -0.080
H 4.57038 -1.27600 0.85089 0.039
H 4.00345 -2.72492 0.22710 0.054
H 2.88941 -1.73939 1.24332 0.083
H 4.24848 -2.32613 3.26627 0.082
H 3.62285 -3.72897 2.34130 0.112
H 6.51629 -2.78595 3.94364 0.097
H 6.05819 -4.40412 3.92159 0.123
H 8.41207 -3.14529 2.32866 0.097
H 7.76435 -4.83952 2.11169 0.084
H 8.50578 -4.34320 3.59440 0.051
C 0.70925 2.03157 3.93115 -0.062
C 1.36812 0.84650 4.57118 -0.279
O 0.80805 -0.33768 3.99102 -0.157
C 0.84447 -1.39776 4.92645 -0.281
C 2.22988 -1.99609 4.94333 -0.082
H 0.97916 2.06767 2.92427 0.028
H -0.42393 1.86018 4.07686 0.096
H 0.98440 3.01817 4.31409 0.086
H 2.43117 0.80513 4.43365 0.079
H 1.17093 0.91464 5.63591 0.114
H 0.53972 -1.00931 5.95691 0.128
H 0.09707 -2.16632 4.62914 0.126
H 2.38166 -2.81025 5.66556 0.084
H 3.07555 -1.31401 5.12299 0.070
H 2.38296 -2.45554 3.95160 0.057
C 6.62437 3.06333 -2.78532 -0.053
C 5.13989 3.37017 -3.05394 -0.247
O 4.20979 2.34324 -2.67825 -0.198
C 3.84851 1.52302 -3.78938 -0.304
C 2.81158 2.12427 -4.65841 -0.076
H 7.34052 3.69329 -3.25778 0.063
H 6.88012 2.99148 -1.75274 0.061
H 6.72100 2.04203 -3.18640 0.067
H 4.87892 4.31018 -2.50420 0.125
H 4.86707 3.49948 -4.10326 0.099
H 4.75250 1.21242 -4.27498 0.107
H 3.34192 0.65375 -3.34560 0.101
H 3.18947 2.90255 -5.39695 0.096
H 2.03152 2.60498 -4.07136 0.072
H 2.31676 1.35588 -5.23903 0.073
C -7.03797 2.28679 -0.48960 -0.059
C -5.52354 2.07908 -0.53576 -0.269
O -4.82498 3.00553 -1.40993 -0.194
C -4.44631 4.20646 -0.77543 -0.288
C -5.10245 5.47095 -1.34492 -0.073
H -7.27745 3.27400 -0.01719 0.082
H -7.46344 2.25855 -1.52437 0.094
H -7.40143 1.52543 0.21901 0.064
H -5.10301 2.12750 0.48939 0.092
H -5.18111 1.04115 -0.87122 0.118
H -4.73440 4.20953 0.26601 0.102
H -3.31378 4.38650 -0.83166 0.130
H -6.14505 5.44388 -1.15530 0.050
H -4.82651 5.55336 -2.38788 0.071
H -4.79862 6.39241 -0.82070 0.081
C -3.54661 1.49834 3.23189 -0.064
C -3.80815 0.03023 3.07485 -0.281
O -5.04739 -0.20757 2.44622 -0.209
C -6.18062 0.10107 3.16391 -0.307
C -7.28753 -0.80818 2.64229 -0.070
H -3.53304 1.92836 2.21622 0.071
H -4.39491 1.99933 3.76613 0.084
H -2.62705 1.70458 3.81840 0.069
H -3.01985 -0.44889 2.50286 0.086
H -3.91871 -0.48886 4.06293 0.133
H -5.94993 -0.10193 4.23912 0.127
H -6.34491 1.21559 3.05750 0.123
H -8.25685 -0.77318 3.27461 0.107
H -6.90592 -1.81006 2.60296 0.030
H -7.57452 -0.63201 1.55784 0.073
C 3.46463 3.01584 0.72515 -0.080
C 4.16008 1.90076 1.46726 -0.267
O 4.18822 2.21778 2.86952 -0.148
C 5.05481 1.34716 3.60354 -0.285
C 5.13116 1.79827 5.04622 -0.069
H 3.95625 3.95353 0.97842 0.084
H 3.50314 2.86500 -0.37983 0.066
H 2.48688 2.98099 1.15364 0.050
H 3.54191 0.99109 1.29984 0.106
H 5.13069 1.82765 1.00898 0.113
H 4.59129 0.37996 3.59364 0.087
H 6.03026 1.17422 3.19374 0.112
H 5.34310 1.02602 5.76619 0.070
H 4.11297 2.05129 5.39431 0.070
H 5.71295 2.73012 5.08922 0.084
C 3.37675 -4.81707 -4.28667 -0.066
C 3.91412 -3.40999 -4.55948 -0.261
O 4.34647 -2.90262 -3.27364 -0.169
C 5.31713 -1.85476 -3.40224 -0.288
C 5.35808 -1.08397 -2.13787 -0.077
H 2.40792 -5.00850 -4.70824 0.044
H 4.05826 -5.64302 -4.53959 0.072
H 3.23669 -4.73135 -3.17374 0.091
H 4.71056 -3.29544 -5.31802 0.115
H 3.15320 -2.78860 -5.00354 0.082
H 6.26625 -2.25266 -3.72616 0.114
H 4.99950 -1.14764 -4.22108 0.114
H 4.35802 -0.72078 -1.96540 0.062
H 5.96891 -0.18495 -2.31286 0.076
H 5.69561 -1.59282 -1.23416 0.075
C 1.38342 1.24339 -1.04343 -0.048
C -0.11123 1.40861 -0.82162 -0.295
O -0.68186 0.12650 -0.78660 -0.159
C -1.90190 0.16153 -0.01826 -0.256
C -2.59486 -1.18090 0.03923 -0.066
H 1.84177 2.18369 -1.41423 0.064
H 1.96328 0.87971 -0.16875 0.074
H 1.43321 0.49609 -1.83764 0.061
H -0.32010 1.98006 0.11529 0.109
H -0.57107 2.05310 -1.60843 0.111
H -1.59811 0.51230 0.95510 0.094
H -2.57530 1.02765 -0.37622 0.139
H -3.53650 -1.05689 0.63790 0.056
H -1.95927 -1.91607 0.63792 0.077
H -2.83058 -1.65458 -0.92066 0.079
C -0.92349 5.99107 2.19883 -0.061
C -0.05955 4.87581 1.61351 -0.294
O -0.30745 4.64482 0.25239 -0.170
C 0.39730 5.53008 -0.60971 -0.287
C 0.07830 5.36281 -2.05591 -0.077
H -0.57863 6.87133 1.66730 0.061
H -1.99234 5.84796 1.97275 0.079
H -0.84417 6.04883 3.27048 0.069
H 0.99155 5.18796 1.75553 0.119
H -0.20954 3.89780 2.11654 0.102
H 0.14984 6.56739 -0.30996 0.113
H 1.50176 5.45159 -0.47406 0.126
H 0.70522 6.02662 -2.69394 0.091
H -0.96549 5.44485 -2.37843 0.078
H 0.46178 4.41546 -2.42273 0.052
O -6.31972 -1.35415 -2.06495 0.000
C -6.43157 -2.44405 -1.51963 -0.569
N -6.29128 -2.63141 -0.18302 0.181
C -6.72202 -3.69342 -2.38829 -0.004
H -6.20976 -1.70495 0.33493 0.111
H -6.33506 -3.48006 0.32717 0.059
H -6.84326 -4.64223 -1.86940 0.067
H -5.89590 -3.79919 -3.02626 0.045
H -7.58494 -3.50634 -3.08713 0.100
O -0.85245 -4.99288 1.45830 -0.023
C -0.39770 -4.70432 0.34591 -0.538
N -0.90893 -5.24370 -0.76580 0.190
C 0.54250 -3.51824 0.09097 0.022
H -1.59948 -5.96367 -0.72836 0.107
H -0.65273 -4.94234 -1.68760 0.061
H 0.63362 -3.35025 -1.00008 0.073
H 1.55723 -3.65761 0.37811 0.048
H 0.24114 -2.53576 0.48910 0.080
O 0.38970 -3.94915 -3.48596 -0.012
C -0.35410 -3.01182 -3.83669 -0.551
N -1.66425 -3.04112 -3.56614 0.186
C 0.22529 -1.67167 -4.25781 0.015
H -2.14837 -2.39759 -4.18161 0.076
H -2.06590 -3.93989 -3.52878 0.094
H -0.43314 -1.13014 -4.99095 0.093
H 1.22775 -1.78756 -4.68217 0.062
H 0.46358 -1.13445 -3.34971 0.069
O -3.09168 -0.44635 -4.90991 -0.013
C -3.36944 0.58615 -4.29715 -0.584
N -4.56451 0.86918 -3.79312 0.208
C -2.25301 1.59407 -4.20549 -0.001
H -4.72694 1.71915 -3.22509 0.100
H -5.22589 0.13784 -3.72295 0.079
H -1.30914 1.12879 -3.89263 0.073
H -2.47571 2.33931 -3.43488 0.066
H -2.15942 2.10493 -5.14412 0.079
O -5.71631 -3.78590 2.20161 -0.019
C -4.64839 -4.39680 2.07075 -0.567
N -3.44840 -3.83477 1.83837 0.203
C -4.61897 -5.90797 2.12033 -0.005
H -3.51164 -2.82999 1.87830 0.076
H -2.55727 -4.30563 1.78794 0.057
H -5.62243 -6.35493 2.09293 0.086
H -4.08693 -6.25884 2.99791 0.082
H -4.03996 -6.26100 1.26436 0.073